No. 1
This record from the OMol25 dataset describes a molecular structure, C24H42AsF6N7O4PbSi in a non-equilibrium geometry. The level of theory is ωB97M-V/def2-TZVPD.

Geometry as XYZ:
```
86
Properties=species:S:1:pos:R:3:forces:R:3
Pb -0.8155 0.2188 1.0583 -0.05 -0.24 0.10
N -0.2874 -2.1523 5.1495 -0.14 -0.17 -0.15
C 0.0622 -1.0816 4.4438 -0.01 0.15 -0.07
N -0.4762 -1.1591 3.2360 0.05 -0.02 0.10
C -1.1620 -2.3378 3.2766 -0.18 -0.37 -0.09
N -1.0711 -2.9726 4.4209 0.15 0.21 0.04
C -1.9295 -2.8578 2.1285 0.20 0.32 0.12
C -2.5969 -4.0784 2.1836 0.04 0.09 -0.02
N -3.2892 -4.5330 1.1493 0.03 0.08 -0.04
C -3.3268 -3.7675 0.0639 -0.09 -0.17 -0.01
C -2.6657 -2.5516 -0.0100 0.23 0.29 0.12
N -1.9495 -2.0922 1.0264 -0.26 -0.23 -0.07
H -0.0567 -2.3874 6.1034 -0.01 -0.02 0.03
H 0.6808 -0.2841 4.8239 -0.03 -0.02 0.01
H -2.5626 -4.6856 3.0802 0.00 0.03 -0.01
H -3.9013 -4.1319 -0.7795 0.02 0.03 0.01
H -2.7054 -1.9423 -0.9035 0.00 -0.03 0.05
N -2.9229 3.1291 1.1479 -0.01 -0.05 0.12
C -3.9622 3.4666 0.7625 -0.47 0.28 -0.34
N -5.1510 3.8593 0.3133 0.41 -0.18 0.25
C -5.3623 4.1945 -1.0894 0.12 -0.08 -0.09
C -5.5634 5.7298 -1.1712 -0.04 0.06 -0.02
C -6.6795 6.1726 -0.2385 0.01 -0.02 0.02
C -6.4042 5.7359 1.1927 -0.04 0.05 -0.02
C -6.2113 4.1991 1.2560 -0.04 -0.02 0.03
H -6.2797 3.6821 -1.3898 0.00 0.03 -0.03
H -4.5155 3.8409 -1.6737 -0.05 0.01 0.03
H -5.7884 5.9553 -2.2136 0.01 -0.02 0.00
H -4.6196 6.2199 -0.9226 0.00 0.00 -0.01
H -7.6362 5.7662 -0.5773 0.00 0.01 0.00
H -6.7720 7.2598 -0.2733 0.02 -0.01 0.01
H -7.2312 5.9747 1.8614 0.00 -0.02 0.00
H -5.5075 6.2184 1.5881 -0.01 0.00 0.01
H -7.1138 3.6951 0.9022 -0.01 0.02 0.03
H -5.9386 3.8496 2.2484 0.00 0.00 -0.02
F -1.1017 -0.3523 -1.3675 0.11 0.29 -0.10
As -2.1043 1.0147 -2.0349 0.10 -0.05 -0.48
F -3.0188 -0.1316 -2.9041 0.05 0.08 0.08
F -3.1021 0.7349 -0.6168 -0.17 0.00 0.21
F -3.0754 2.3487 -2.5007 -0.03 -0.04 0.11
F -1.1295 2.0543 -0.9950 0.09 -0.09 -0.13
F -0.9960 1.2389 -3.3174 -0.09 -0.11 0.30
C 5.8638 0.3710 0.7221 0.32 0.88 0.00
C 5.1345 -1.3326 0.8408 -0.96 -2.21 0.19
C 5.7611 -1.6963 2.2248 0.50 0.74 -0.21
C 5.5589 -2.1135 -0.3517 0.41 0.41 -0.09
O 3.9040 -1.0069 0.9686 0.12 0.67 0.18
Si 2.5172 -1.0166 -0.1951 -0.49 0.38 -0.70
O 1.2270 -0.5060 0.5060 0.30 0.06 0.20
O 3.3558 -0.0841 -1.2354 0.23 0.27 0.39
C 3.1379 1.1655 -1.9703 -0.24 -0.23 -0.46
C 2.4659 2.2029 -1.0979 0.14 -0.03 0.15
C 2.2362 0.7547 -3.1423 -0.08 0.07 0.02
C 4.4872 1.6282 -2.4885 0.04 -0.14 0.19
O 2.6395 -2.5248 -0.6896 0.11 -0.49 0.07
C 1.7073 -3.6724 -0.7103 -0.09 0.13 0.10
C 2.5142 -4.8446 -1.2234 0.02 -0.05 0.01
C 0.5704 -3.3147 -1.6566 0.01 -0.03 -0.03
C 1.1991 -3.9015 0.7108 0.08 -0.03 -0.05
H 6.9227 0.1351 0.6673 -0.03 -0.17 0.03
H 5.5503 0.9176 1.6047 -0.07 -0.08 0.00
H 5.3340 0.5891 -0.2085 -0.09 -0.17 0.04
H 6.8452 -1.7119 2.1665 0.00 -0.12 0.03
H 5.3682 -2.7073 2.3791 0.00 0.01 -0.03
H 5.4284 -1.0363 3.0213 -0.08 -0.07 0.02
H 6.6323 -2.2878 -0.3533 0.00 -0.05 0.03
H 5.2528 -1.6425 -1.2874 -0.06 -0.01 0.01
H 5.0135 -3.0660 -0.3005 -0.02 0.03 0.00
H 1.4685 1.8865 -0.8046 -0.07 -0.01 0.01
H 2.3758 3.1347 -1.6538 -0.01 0.01 -0.01
H 3.0615 2.4026 -0.2014 -0.02 0.01 -0.01
H 1.2796 0.3835 -2.7672 0.06 0.01 -0.06
H 2.7179 -0.0096 -3.7508 0.00 0.00 0.03
H 2.0428 1.6266 -3.7661 -0.04 0.01 -0.01
H 5.1486 1.9186 -1.6611 -0.02 0.07 -0.05
H 4.3612 2.5079 -3.1169 0.00 0.00 0.00
H 4.9742 0.8515 -3.0786 -0.02 0.01 0.01
H 2.8746 -4.6582 -2.2346 -0.01 0.01 0.01
H 1.8899 -5.7379 -1.2412 0.02 0.00 -0.02
H 3.3681 -5.0492 -0.5745 -0.02 0.00 0.02
H 0.9495 -3.1010 -2.6564 0.02 0.00 0.02
H 0.0129 -2.4497 -1.2973 0.02 0.01 0.01
H -0.1159 -4.1588 -1.7336 0.00 -0.01 0.01
H 2.0219 -4.1381 1.3904 0.01 0.00 -0.05
H 0.5084 -4.7459 0.7241 0.01 0.00 -0.03
H 0.6727 -3.0224 1.0846 0.04 0.01 -0.04
```
Positions in Å, forces in eV/Å.

<S²>   0.7692
HOMO-LUMO gap (spin up / spin down)   0.126 / 0.089 Eh
Lowest unoccupied orbital energy (spin up / spin down)   -13.0 / -14.0 eV
Calculated total energy   -134437.61893 eV
Multiplicity   2
Strongest force on any atom   0.047 hartree/bohr
Net charge   +3
HOMO level (spin up / spin down)   -16.42 / -16.42 eV

No. 2
This record from the OMol25 dataset describes a molecular structure, C24H42BKN6O2Se4 in a non-equilibrium geometry. The level of theory is ωB97M-V/def2-TZVPD.

Geometry as XYZ:
```
80
Properties=species:S:1:pos:R:3:forces:R:3
K 0.2804 -0.2244 0.6515 0.60 -0.90 -0.82
C -3.0617 0.4990 -2.2685 0.13 0.00 0.04
C -3.0809 1.4374 -1.1061 -0.09 0.19 0.15
C -4.1333 2.2788 -0.6998 -0.03 0.02 0.01
C -3.6606 2.9165 0.4303 -0.05 -0.05 -0.15
C -4.3607 3.9221 1.2872 0.14 -0.06 0.01
N -2.4048 2.4696 0.6479 -0.24 0.21 0.14
N -2.0495 1.5634 -0.2842 0.07 -0.20 -0.28
B -1.5091 2.8309 1.8544 0.18 -0.30 -0.20
N -0.0895 3.2147 1.3837 -0.18 0.37 0.00
N 0.7458 2.3386 0.7847 0.39 0.19 0.10
C 1.8642 2.9940 0.5121 -0.11 0.25 0.06
C 3.0554 2.3323 -0.0971 -0.06 0.03 0.06
C 1.7454 4.3380 0.9144 -0.03 0.00 0.00
C 0.4853 4.4346 1.4678 0.22 0.01 -0.05
C -0.1524 5.6379 2.0850 -0.05 -0.13 -0.02
N -1.4719 1.6439 2.8385 -0.15 0.19 0.29
N -1.3470 0.3721 2.4095 -0.47 -0.16 0.45
C -1.3296 -0.4077 3.4791 -0.09 0.20 0.28
C -1.2009 -1.8938 3.3736 0.01 0.15 -0.06
C -1.4573 0.3769 4.6417 0.01 0.06 -0.02
C -1.5428 1.6783 4.1875 -0.04 -0.18 0.11
C -1.6909 2.9308 4.9890 0.03 -0.03 -0.14
H -3.9906 0.5788 -2.8344 0.01 -0.01 -0.02
H -2.2260 0.7197 -2.9354 -0.01 -0.02 -0.03
H -2.9463 -0.5307 -1.9298 0.00 -0.06 -0.03
H -5.1012 2.4101 -1.1585 0.01 -0.03 -0.01
H -5.3527 4.1132 0.8784 -0.01 0.01 0.00
H -4.4702 3.5635 2.3125 -0.01 0.04 0.00
H -3.8083 4.8630 1.3220 -0.04 0.01 0.04
H -1.9848 3.7781 2.4107 -0.02 0.07 0.05
H 2.8558 1.2822 -0.2979 0.03 -0.04 0.00
H 3.3394 2.8206 -1.0321 0.02 -0.04 -0.03
H 3.9051 2.3798 0.5856 0.01 -0.06 -0.01
H 2.4815 5.1227 0.8366 0.00 -0.01 0.02
H 0.5516 6.4686 2.0458 0.00 0.02 0.01
H -1.0635 5.9292 1.5586 -0.01 0.01 0.03
H -0.4153 5.4533 3.1280 -0.03 0.05 -0.01
H -0.8497 -2.1857 2.3820 0.02 -0.14 0.06
H -0.4907 -2.2669 4.1119 0.02 -0.05 -0.04
H -2.1642 -2.3786 3.5490 0.01 -0.03 -0.01
H -1.4580 0.0466 5.6683 0.00 0.01 -0.01
H -1.7916 2.6678 6.0412 0.02 0.03 0.02
H -0.8211 3.5814 4.8760 -0.02 0.02 0.01
H -2.5744 3.4940 4.6819 0.02 0.04 0.02
O 6.0122 -2.9621 2.2675 0.02 0.10 -0.06
C 4.7355 -3.4261 1.8367 -0.06 -0.03 0.07
C 3.5900 -3.1511 2.8215 -0.07 -0.06 0.17
C 4.0167 -3.6804 4.2037 0.14 0.13 -0.09
O 3.1463 -3.2945 5.2604 -0.10 0.17 0.02
C 2.3325 -3.9296 2.3953 0.03 -0.05 -0.07
Se 1.6264 -3.6007 0.5962 -0.28 0.29 -0.34
C 3.2608 -1.6483 2.8725 0.04 0.18 0.06
Se 4.4848 -0.4670 3.8928 0.16 -0.02 0.08
H 5.8812 -2.0737 2.6611 -0.05 -0.09 0.03
H 4.8277 -4.5100 1.6906 0.03 0.03 -0.01
H 4.4649 -2.9910 0.8702 0.00 -0.02 -0.01
H 5.0297 -3.3279 4.4101 -0.05 -0.02 0.04
H 4.0352 -4.7756 4.1848 -0.07 0.01 -0.01
H 3.2792 -2.3307 5.3407 0.08 -0.09 -0.01
H 1.5226 -3.7060 3.0886 0.11 -0.03 0.17
H 2.5328 -5.0032 2.4486 0.06 0.02 0.08
H 2.2720 -1.5043 3.3130 -0.05 -0.12 -0.05
H 3.2249 -1.2621 1.8544 -0.09 -0.11 -0.06
C -1.2632 -2.4102 -4.3631 0.19 -0.05 0.31
Se -0.7815 -2.7081 -2.4830 -0.10 0.08 -0.10
C 1.0353 -3.3238 -2.7791 -0.11 0.11 -0.01
C 2.0177 -2.2874 -3.2958 -0.07 0.07 0.10
Se 2.2640 -0.6953 -2.1821 -0.05 0.01 -0.03
C 1.1240 0.5503 -3.1679 0.15 -0.21 -0.02
H -1.1463 -3.3450 -4.9077 -0.04 0.02 -0.09
H -0.6373 -1.6350 -4.8023 -0.04 0.01 -0.04
H -2.3041 -2.0950 -4.3832 -0.01 0.01 -0.03
H 0.9844 -4.1736 -3.4640 0.04 -0.01 -0.01
H 1.3519 -3.6880 -1.8002 0.05 -0.07 -0.04
H 1.7643 -1.9235 -4.2935 0.03 -0.05 -0.02
H 3.0035 -2.7523 -3.3350 0.02 0.03 -0.09
H 1.4969 0.6740 -4.1838 -0.03 0.07 0.00
H 1.1674 1.4977 -2.6322 -0.02 0.01 -0.02
H 0.1012 0.1832 -3.1742 -0.05 0.00 0.03
```
Positions in Å, forces in eV/Å.

HOMO-LUMO gap   0.165 Eh
Lowest unoccupied orbital energy   3.6 eV
Calculated total energy   -316996.51614 eV
Strongest force on any atom   0.026 hartree/bohr
Net charge   -2
HOMO level   -0.87 eV

No. 3
This record from the OMol25 dataset describes a molecular structure, C24H42Br4GeN3O7RbSb in a non-equilibrium geometry. The level of theory is ωB97M-V/def2-TZVPD.

Geometry as XYZ:
```
83
Properties=species:S:1:pos:R:3:forces:R:3
Rb 0.3310 -0.2430 -0.0122 -0.71 -0.75 -0.11
C -1.7239 -1.3323 5.2889 -0.04 0.01 0.00
C -1.5924 -0.4384 4.0474 0.00 0.06 0.05
C -1.3601 1.0002 4.5178 -0.04 -0.01 0.00
C -2.8751 -0.5067 3.2182 -0.05 0.03 0.05
O -0.4818 -0.7980 3.2525 0.12 -0.12 -0.01
Ge -0.0913 -2.6068 2.8432 0.16 0.16 -0.21
O -1.1049 -2.5567 1.2596 0.08 -0.06 0.08
C -1.3020 -3.7084 0.4594 -0.12 0.00 0.02
C -2.3506 -3.3435 -0.5887 -0.01 0.02 0.01
C -0.0047 -4.1183 -0.2405 0.00 -0.02 -0.03
C -1.8322 -4.8784 1.3007 0.02 -0.01 -0.03
O 1.4771 -2.1126 1.8893 -0.17 0.05 0.18
C 2.7709 -2.2666 2.4212 0.10 -0.02 -0.01
C 3.0408 -3.7313 2.7956 0.00 0.02 0.00
C 2.9586 -1.3778 3.6547 0.02 -0.01 0.00
C 3.7489 -1.8476 1.3233 0.00 0.00 0.00
H -2.5128 -0.9481 5.9430 0.00 -0.01 0.01
H -1.9702 -2.3600 5.0190 0.01 -0.01 -0.01
H -0.7828 -1.3458 5.8434 0.02 0.00 0.00
H -2.1635 1.3301 5.1834 -0.01 -0.01 0.00
H -0.4107 1.0649 5.0543 0.01 0.00 0.00
H -1.3310 1.6718 3.6602 0.01 -0.01 0.00
H -3.7463 -0.2328 3.8237 0.00 0.00 0.00
H -2.8000 0.1820 2.3772 0.02 -0.01 -0.02
H -3.0156 -1.5143 2.8238 0.01 -0.01 -0.01
H -1.9905 -2.5418 -1.2354 0.01 0.01 0.00
H -2.5922 -4.2059 -1.2178 0.01 -0.01 0.00
H -3.2615 -3.0040 -0.0911 -0.01 -0.01 0.01
H 0.3591 -3.3064 -0.8726 0.00 0.01 0.00
H 0.7691 -4.3573 0.4908 0.01 0.00 0.01
H -0.1726 -4.9918 -0.8784 0.00 0.00 0.00
H -2.7184 -4.5588 1.8538 -0.01 0.01 0.01
H -2.1064 -5.7189 0.6563 0.01 0.00 0.00
H -1.0869 -5.2210 2.0207 0.00 0.00 0.01
H 2.4123 -4.0407 3.6325 -0.01 -0.01 -0.01
H 2.8145 -4.3728 1.9414 0.00 0.00 -0.01
H 4.0899 -3.8759 3.0707 0.00 0.01 0.02
H 2.2174 -1.6308 4.4165 -0.01 0.00 0.00
H 3.9570 -1.5065 4.0854 0.01 0.01 -0.02
H 2.8231 -0.3284 3.3891 -0.02 0.01 0.02
H 3.6350 -2.5029 0.4570 -0.01 0.01 -0.01
H 3.5486 -0.8270 0.9926 0.00 0.01 0.00
H 4.7860 -1.9029 1.6684 0.00 -0.01 0.02
Br 1.9603 2.6591 -6.3592 0.00 0.00 0.00
C 2.1418 2.1376 -4.5487 -0.10 0.12 -0.11
C 3.1799 1.2421 -4.1771 0.08 -0.10 0.05
Br 4.3387 0.5478 -5.5002 0.00 0.01 0.00
C 3.3409 0.8757 -2.8670 0.00 0.00 -0.11
Br 4.6793 -0.3190 -2.2995 0.05 -0.03 0.02
C 2.4705 1.3511 -1.8339 -0.06 0.09 0.18
O 2.6010 1.0469 -0.6347 0.41 0.11 0.02
C 1.3574 2.2607 -2.2243 0.13 -0.01 0.04
O 0.5765 2.6776 -1.3575 0.13 0.07 0.03
C 1.2804 2.6354 -3.6089 -0.08 -0.02 -0.03
Br -0.1131 3.8360 -4.0227 -0.03 0.02 -0.04
C -0.1091 4.9616 0.5411 -0.01 -0.01 0.00
O -1.0174 3.9035 0.8060 0.03 0.00 -0.03
C -0.5510 2.7107 1.2385 -0.12 0.00 -0.09
O -1.2864 1.7478 1.2079 -0.01 0.12 0.20
N 0.6819 2.7173 1.8145 0.07 0.07 -0.05
N 1.3063 1.5428 2.2810 0.12 0.04 0.16
H -0.7026 5.7523 0.0884 0.01 0.00 0.00
H 0.6509 4.6382 -0.1712 0.01 0.00 0.00
H 0.3423 5.3390 1.4648 0.00 0.00 0.00
H 1.3407 3.4255 1.5478 -0.03 0.04 0.05
H 0.5993 0.9179 2.6757 0.05 -0.05 -0.01
H 1.7763 1.0768 1.5080 0.03 0.21 0.08
N 0.3528 -0.7430 -2.8959 0.08 -0.02 -0.10
C -0.8131 -0.7785 -2.8459 -0.06 -0.17 -0.23
C -3.9672 3.0961 -1.2021 0.04 0.07 0.04
Sb -2.6546 1.4375 -1.7723 -0.20 0.16 -0.05
C -3.9156 -0.0271 -0.8068 0.02 -0.01 -0.04
C -3.6565 1.1735 -3.6771 0.10 0.03 0.01
H -4.9749 2.9881 -1.6097 -0.01 -0.06 -0.01
H -3.5366 4.0358 -1.5553 -0.02 0.00 -0.02
H -4.0192 3.1426 -0.1128 0.02 -0.01 0.01
H -4.9263 0.3699 -0.6972 -0.01 0.00 0.00
H -3.5190 -0.2971 0.1710 0.01 0.00 0.01
H -3.9348 -0.9178 -1.4335 0.00 -0.02 0.01
H -4.7095 1.4491 -3.5991 -0.02 -0.01 0.01
H -3.5581 0.1288 -3.9684 0.03 -0.01 0.01
H -3.1698 1.7891 -4.4350 -0.03 0.01 -0.01
```
Positions in Å, forces in eV/Å.

<S²>   0.7681
HOMO-LUMO gap (spin up / spin down)   0.220 / 0.222 Eh
Lowest unoccupied orbital energy (spin up / spin down)   3.9 / 3.7 eV
Calculated total energy   -388254.30192 eV
Multiplicity   2
Strongest force on any atom   0.020 hartree/bohr
Net charge   -2
HOMO level (spin up / spin down)   -2.11 / -2.39 eV

Sequential energy above the lowest of the compared OMol25 structures with the same formula, charge and spin output: 136.5, 28.2, 23.5 kJ/mol